Entry 1:
ORCA calculation (ωB97M-V/def2-TZVPD) on C5H15N3 in the gas phase at a distorted geometry.

Total energy ... -363.72825 hartree
HOMO level ... -8.403 eV
Energy above the lowest of the compared OMol25 structures with the same formula, charge and spin ... 1.6015 eV

XYZ file:
```
23
Properties=species:S:1:pos:R:3:forces:R:3
N 1.2308 1.2661 0.7671 0.384 0.235 0.153
C -0.0106 0.7478 0.2023 0.613 0.963 -0.582
C -0.7187 -0.2582 1.0433 -0.014 -1.207 0.473
C 0.1073 -1.4254 1.6532 -0.382 1.593 1.155
N 0.7173 -1.1303 2.9791 0.379 -0.293 -0.624
C 0.2953 0.2207 -1.2087 -1.034 -0.572 0.822
N -0.8926 0.0899 -1.9897 -1.444 0.832 -1.321
C -0.8505 0.5368 -3.3769 0.869 -0.530 0.158
H 1.3774 1.0982 1.7499 -0.206 -0.026 -0.006
H 2.0637 0.9890 0.2682 -0.048 -0.109 -0.063
H -0.6833 1.5960 0.0367 -0.098 -0.047 0.062
H -1.4686 -0.7330 0.4016 -0.299 0.260 0.192
H -1.2166 0.2051 1.8993 -0.241 0.120 -0.187
H 0.9906 -1.6471 1.0568 -0.496 -0.731 -0.433
H -0.6436 -2.1960 1.8101 0.568 -0.678 -0.324
H 0.2035 -0.5243 3.6040 -0.329 0.033 -0.241
H 1.5986 -0.6892 2.7682 0.206 0.114 0.481
H 0.8504 0.9953 -1.7187 0.811 -0.166 -0.045
H 0.7895 -0.7513 -1.0699 0.660 0.265 -0.403
H -1.5443 -0.6710 -1.9388 0.509 -0.418 0.752
H -0.6693 1.6101 -3.4717 -0.278 0.026 0.078
H -0.0370 0.0374 -3.9195 0.130 0.047 -0.163
H -1.7558 0.2338 -3.8928 -0.260 0.290 0.065
```
Forces are in eV/Å.

Here are the Mulliken charges for atoms 1 to 6, given in e:
1 N -0.675
2 C 0.353
3 C -0.700
4 C -0.596
5 N -0.644
6 C -0.921

Entry 2:
ORCA calculation (ωB97M-V/def2-TZVPD) on a gas-phase ion, C3H4N5O2 (charge +1) at a distorted geometry.

Total energy ... -540.43710 hartree
HOMO level ... -16.126 eV
Energy above the lowest of the compared OMol25 structures with the same formula, charge and spin ... 0.4362 eV
Charge ... +1

XYZ file:
```
14
Properties=species:S:1:pos:R:3:forces:R:3
C -1.9249 -0.0697 -0.2089 2.801 0.336 -0.589
C 1.4738 0.5003 -0.1713 -0.843 0.904 -0.205
C 2.7022 -0.1754 0.2027 2.298 -0.086 3.690
N -0.9399 0.6988 -0.5448 -1.136 0.745 -0.018
N -1.4475 -1.3048 0.3718 -1.739 0.261 0.024
N -0.2811 -1.3427 0.4504 2.376 -0.285 0.087
N 0.2284 0.1219 -0.1996 -0.441 -2.048 0.929
N -3.3685 0.2486 -0.1362 1.671 1.418 -3.444
O -3.9162 0.6136 -1.1472 0.058 -0.603 0.349
O -3.7001 0.2701 0.9785 -1.572 -0.366 3.217
H 1.7536 1.5004 -0.4717 -0.942 0.474 -0.485
H 3.5231 0.6500 0.5164 -2.050 -1.869 -0.823
H 2.7881 -1.0268 0.9835 -1.016 1.513 -0.984
H 3.1089 -0.6844 -0.6236 0.537 -0.394 -1.748
```
Forces are in eV/Å.

Here are the Mulliken charges for atoms 1 to 6, given in e:
1 C 0.410
2 C 0.326
3 C -1.017
4 N -0.720
5 N -0.085
6 N -0.001

Entry 3:
ORCA calculation (ωB97M-V/def2-TZVPD) on 5 unconnected molecules or ions with the total composition C27H43BF2O16 at a distorted geometry.

Total energy ... -2483.13048 hartree
HOMO level ... -9.472 eV

XYZ file:
```
89
Properties=species:S:1:pos:R:3:forces:R:3
C 1.2080 1.7598 0.8665 -0.653 -0.351 -1.166
C 0.9583 2.5869 -0.4106 0.833 0.263 0.746
C 1.6516 2.0091 -1.6377 -0.489 0.221 -0.546
C 0.8529 0.9283 -2.3513 0.931 -0.150 0.292
O 0.4552 -0.0278 -1.3698 -1.020 0.457 -0.776
C -0.0735 -1.2443 -1.8935 0.130 0.099 1.885
C 1.1237 -2.1954 -1.8387 0.052 0.352 -0.437
C 1.3846 -2.6707 -0.4007 0.156 -0.188 -0.709
C 2.8440 -2.7179 -0.0407 -0.152 -0.089 0.576
F 3.4973 -3.6767 -0.8091 0.178 -0.007 -0.216
C -1.2706 -1.6546 -1.0266 -0.382 -0.748 -0.469
C -2.5052 -0.9339 -1.6018 1.606 0.014 -1.884
C -3.7801 -1.8054 -1.6743 -0.402 0.412 0.840
C -4.9853 -1.2998 -0.8698 0.038 -0.632 0.087
C -4.8279 -1.5325 0.6255 -0.920 -0.498 -0.931
F -4.1831 -0.4950 1.2594 0.338 0.198 0.252
B -2.6375 0.6103 -1.2088 -0.354 -0.180 -0.007
C -3.5558 1.6110 -2.0264 -0.335 -0.746 0.597
O -1.9363 1.0238 -0.1254 -0.687 0.131 0.472
C -1.9943 -0.8674 -3.0757 1.429 -0.570 3.507
O -2.5971 -0.6725 -4.0425 -2.486 0.766 -3.478
O -0.6691 -1.1030 -3.1575 1.175 0.084 -0.473
H 2.1769 1.2565 0.8314 -0.146 0.560 0.068
H 0.4793 0.9544 0.8274 -0.067 -0.130 0.521
H 1.0761 2.3583 1.7636 0.088 -0.049 0.161
H 1.3550 3.5854 -0.2092 0.041 0.107 -0.277
H -0.1042 2.7165 -0.6063 -0.122 -0.075 0.004
H 1.7912 2.8142 -2.3631 0.120 -0.034 -0.123
H 2.6395 1.6130 -1.4059 0.065 0.032 0.240
H 0.0184 1.3539 -2.9145 -0.238 -0.046 0.215
H 1.5142 0.4402 -3.0767 -0.100 0.016 -0.189
H 1.0607 -2.9958 -2.5743 -0.174 -0.224 0.186
H 1.9823 -1.5869 -2.1245 0.054 0.000 -0.273
H 0.9165 -1.9999 0.3116 -0.099 0.034 0.143
H 0.9826 -3.6781 -0.3059 -0.171 -0.023 0.384
H 3.3519 -1.7591 -0.1411 -0.022 0.056 -0.302
H 2.9432 -3.0124 1.0039 0.092 -0.103 0.074
H -1.4369 -2.6906 -1.3458 0.159 -0.270 0.622
H -1.0962 -1.5980 0.0386 -0.096 0.189 0.102
H -3.5255 -2.7787 -1.2533 0.017 -0.108 0.015
H -4.0971 -2.0111 -2.6925 0.141 0.350 -0.237
H -5.2879 -0.2792 -1.0984 0.109 0.107 0.039
H -5.8291 -1.9317 -1.1558 -0.119 0.013 -0.068
H -5.8148 -1.6805 1.0626 -0.053 0.363 0.335
H -4.3175 -2.4824 0.7430 0.480 0.121 0.396
H -2.9925 2.2464 -2.7072 0.028 0.112 0.014
H -4.1169 2.2123 -1.3056 0.089 0.351 -0.124
H -4.2994 1.0426 -2.5837 0.067 0.134 -0.326
H -2.3971 1.7852 0.2579 0.578 0.104 -0.078
C -1.5270 1.8815 -5.7101 -0.209 -0.165 0.268
C -1.4294 1.5645 -7.1811 -0.137 -0.202 -0.125
O -0.6347 2.6454 -7.6796 0.078 0.050 0.245
C 0.0981 3.1369 -6.6446 0.056 0.049 0.001
O 0.9782 3.9265 -6.7574 -0.056 -0.051 0.005
O -0.3133 2.6015 -5.4658 0.020 0.069 -0.311
H -1.5832 0.9909 -5.0916 0.152 0.063 0.036
H -2.3744 2.5311 -5.4776 0.029 0.039 -0.057
H -0.9078 0.6249 -7.3724 0.031 0.022 0.043
H -2.3984 1.5375 -7.6736 0.074 0.157 -0.106
C -4.4677 -5.6549 4.2663 0.056 -0.137 0.272
C -5.1739 -4.3208 4.2128 -0.121 0.153 0.272
O -4.8295 -3.8394 2.9113 0.063 -0.341 -0.039
C -4.5228 -4.9165 2.1395 0.014 -0.017 -0.101
O -4.3568 -4.8759 0.9630 -0.014 0.011 0.092
O -4.4332 -6.0416 2.8910 -0.051 0.250 -0.057
H -5.0001 -6.3930 4.8613 -0.015 -0.100 -0.178
H -3.4435 -5.5726 4.6347 -0.003 0.038 -0.037
H -6.2595 -4.4173 4.2767 0.014 -0.037 -0.039
H -4.8339 -3.6309 4.9814 0.061 0.118 -0.163
C 3.4292 1.8874 5.0650 -0.054 0.233 0.310
C 2.1443 1.1408 5.3344 -0.098 -0.027 0.266
O 1.8116 0.6268 4.0427 0.193 0.011 -0.019
C 2.9578 0.5484 3.3201 0.072 -0.071 -0.087
O 3.0519 0.0072 2.2663 0.217 -0.359 0.298
O 3.9779 1.1680 3.9582 -0.208 -0.110 0.020
H 4.1123 1.8715 5.9120 0.126 -0.095 -0.132
H 3.2598 2.9193 4.7670 -0.005 -0.024 -0.049
H 2.2788 0.3036 6.0235 0.017 -0.019 -0.045
H 1.3525 1.7841 5.7110 -0.095 -0.042 -0.186
C 7.6240 2.9362 2.4519 0.197 -0.136 -0.213
C 8.1627 3.5670 3.7143 0.298 -0.030 0.067
O 7.0786 4.4014 4.1288 -0.163 -0.132 -0.112
C 5.9375 3.8954 3.5921 -0.091 0.016 -0.089
O 4.8405 4.2591 3.8776 0.205 0.043 -0.010
O 6.2158 2.9262 2.6896 0.038 0.224 0.175
H 7.9950 1.9271 2.2895 -0.206 -0.054 0.018
H 7.8271 3.5370 1.5633 -0.019 0.032 0.033
H 8.3621 2.8329 4.4975 -0.047 -0.012 -0.017
H 9.0608 4.1562 3.5444 -0.119 0.158 0.065
```
Forces are in eV/Å.

Here are the Mulliken charges for atoms 1 to 6, given in e:
1 C -0.782
2 C -0.378
3 C -1.032
4 C -0.302
5 O 0.494
6 C 0.912

Entry 4:
ORCA calculation (ωB97M-V/def2-TZVPD) on 10 unconnected molecules or ions with the total composition C28H54N2O24 at a distorted geometry.

Total energy ... -3014.55003 hartree
HOMO level ... -10.349 eV
Energy above the lowest of the compared OMol25 structures with the same formula, charge and spin ... 0.0000 eV

XYZ file:
```
108
Properties=species:S:1:pos:R:3:forces:R:3
C 1.9977 -6.3589 -5.3176 0.293 -1.179 0.679
O 1.1015 -5.3686 -5.7773 -0.247 0.704 0.062
C 1.0678 -4.2026 -5.1294 0.278 0.370 0.980
O 1.6761 -3.9252 -4.1111 -0.300 -0.348 -0.898
O 0.2223 -3.3790 -5.7567 0.541 -0.731 -0.522
C 0.1785 -2.0380 -5.2898 -0.706 0.208 -0.106
H 2.1218 -6.4539 -4.2360 -0.318 0.723 0.056
H 3.0006 -6.2487 -5.7266 -0.136 0.147 -0.308
H 1.5537 -7.3139 -5.5961 0.166 0.106 -0.436
H -0.6256 -1.9908 -4.5561 0.346 0.250 0.398
H -0.1422 -1.4166 -6.1241 0.098 -0.168 -0.162
H 1.1448 -1.6942 -4.9407 0.000 -0.070 0.326
C -0.0540 -4.3516 -1.5628 0.224 0.162 -0.073
O -1.0267 -4.2269 -0.5262 -0.468 0.171 0.885
C -0.7752 -4.6061 0.7523 0.627 0.738 -0.205
O 0.1580 -5.2468 1.1454 -0.139 -0.110 -0.329
O -1.6959 -4.0389 1.5557 -0.418 0.367 -1.206
C -1.3941 -4.0017 2.9383 0.391 -1.279 0.064
H -0.0084 -5.3715 -1.9381 0.040 0.014 -0.022
H 0.9411 -3.9871 -1.3132 0.033 -0.440 0.627
H -0.3517 -3.6475 -2.3400 -0.441 -0.346 -0.051
H -1.4544 -5.0204 3.3288 0.049 0.070 0.177
H -2.1498 -3.4008 3.4250 0.017 0.316 -0.094
H -0.3689 -3.6653 3.0818 -0.067 0.285 0.178
C 1.3838 3.2702 0.3404 0.683 -1.232 0.256
O 1.6154 3.8251 -0.9521 -0.295 1.260 0.397
C 2.0382 3.0461 -1.9089 0.080 -0.866 -0.259
O 2.1125 1.8377 -1.8719 -0.053 -0.113 0.099
O 2.3770 3.7863 -2.9519 -0.471 1.039 -0.331
C 2.5849 3.1044 -4.1823 0.412 -0.523 0.164
H 1.3226 4.0598 1.0788 -0.101 0.325 -0.268
H 2.2321 2.6296 0.5989 -0.076 0.120 0.120
H 0.5057 2.6331 0.3684 -0.246 0.262 -0.212
H 1.7458 2.4520 -4.4126 0.071 -0.222 0.149
H 3.5182 2.5564 -4.0637 -0.119 -0.324 -0.411
H 2.6753 3.8124 -4.9984 0.052 0.413 0.301
C -1.5178 0.7543 0.9362 -0.606 -1.118 -0.232
O -0.1919 0.7184 1.4577 -0.336 0.333 1.260
C 0.7543 -0.0978 0.9934 0.221 1.033 -0.377
O 1.8203 -0.1936 1.5315 -0.037 -0.408 -0.015
O 0.3941 -0.5940 -0.1789 -0.161 -0.193 -0.113
C 1.4010 -1.1508 -0.9999 -0.457 -1.822 -0.887
H -2.1606 1.3413 1.5881 0.541 0.449 0.069
H -1.9661 -0.2450 0.9800 0.229 -0.009 -0.299
H -1.5626 1.1128 -0.0873 0.079 0.133 0.055
H 1.6671 -2.1798 -0.7422 0.287 0.316 0.915
H 2.2896 -0.5519 -1.1195 -0.153 0.333 0.005
H 0.8633 -1.3777 -1.9246 0.314 0.763 -0.336
C -1.0398 2.8780 3.9549 -0.611 -0.442 0.140
O -1.7884 4.0683 3.7110 0.836 0.156 -0.003
C -2.8100 4.2806 4.5352 0.185 -0.381 -0.575
O -3.2206 3.4955 5.3446 -0.363 0.095 0.367
O -3.2711 5.4762 4.2250 -0.387 0.425 -0.366
C -4.4933 5.9319 4.7464 -1.045 0.269 1.632
H -0.8089 2.7760 5.0135 0.111 0.067 -0.003
H -0.1411 2.8979 3.3510 -0.001 0.183 -0.077
H -1.6673 2.0339 3.6627 0.223 -0.139 0.056
H -5.2970 5.2071 4.9314 0.552 -0.546 -0.636
H -4.9006 6.7030 4.1010 0.344 0.046 -0.177
H -4.3586 6.3333 5.7605 0.294 0.254 -0.304
C 4.0259 -5.0943 -1.3789 -0.947 -0.335 -0.280
O 3.8489 -4.0336 -0.4422 0.601 0.456 -0.316
C 3.5956 -4.3817 0.8235 1.631 1.877 -0.467
O 3.0281 -5.3327 1.1657 -1.929 -3.346 0.846
O 4.1526 -3.5018 1.6439 -0.266 1.352 0.140
C 3.6984 -3.5470 3.0020 0.210 -0.683 0.775
H 4.5206 -5.9701 -0.9579 0.401 0.343 0.127
H 4.5348 -4.6397 -2.2207 0.301 -0.174 0.019
H 3.0701 -5.4802 -1.7482 -0.122 0.274 0.126
H 4.2261 -2.7845 3.5631 0.194 0.102 -0.245
H 3.9210 -4.5259 3.4347 0.090 0.098 -0.078
H 2.6330 -3.3911 3.1705 -0.086 0.116 -0.685
C -5.4828 2.2510 -2.2563 -0.518 0.522 0.307
O -4.1529 2.4436 -2.6979 -0.238 0.315 -0.459
C -3.2943 1.4801 -2.4359 0.254 0.701 -0.299
O -3.4737 0.5468 -1.7199 -0.250 -1.135 0.819
O -2.1833 1.7350 -3.1114 0.230 0.092 -0.159
C -1.1749 0.7542 -2.9861 1.117 -0.553 -0.064
H -5.8192 3.2257 -1.9053 -0.055 -0.030 0.026
H -5.5562 1.5306 -1.4469 0.124 -0.102 -0.054
H -6.1203 1.9626 -3.0907 0.108 -0.169 -0.056
H -0.5416 0.8402 -3.8690 -0.164 0.021 -0.092
H -1.5649 -0.2596 -2.9062 -0.269 0.094 -0.111
H -0.5084 0.8937 -2.1306 -0.315 0.341 0.118
C -1.0504 6.2503 -0.2155 -0.567 0.515 1.056
O -2.1569 5.8393 0.6276 0.171 -0.122 0.105
C -2.7052 4.6596 0.3957 0.406 -0.456 0.105
O -2.4079 3.9112 -0.4965 -0.120 -0.449 -0.473
O -3.5758 4.4098 1.3613 -0.531 0.392 0.711
C -4.5174 3.3378 1.2637 0.274 0.296 -0.872
H -0.5590 5.4415 -0.7412 -0.330 -0.112 -0.242
H -0.3589 6.6932 0.4984 0.155 0.083 -0.172
H -1.4904 7.0382 -0.8186 0.461 -0.109 -0.561
H -5.0181 3.2875 2.2236 0.075 -0.053 0.080
H -4.0440 2.3938 0.9932 0.059 0.046 0.106
H -5.2341 3.5983 0.4816 -0.097 -0.159 0.098
C 4.7993 0.5130 -0.2472 -0.170 0.259 -0.173
C 4.6120 1.2792 0.9793 0.093 0.479 1.268
N 4.4692 1.8916 1.9523 0.144 -0.605 -1.177
H 5.6874 0.8515 -0.7781 -0.014 0.135 0.020
H 3.9176 0.6948 -0.8639 0.148 -0.089 -0.126
H 4.9114 -0.5490 -0.0622 -0.140 -0.145 0.253
C -0.0331 -1.5605 5.7362 -0.518 0.392 1.324
C 1.1360 -2.3887 5.9740 -0.039 0.378 -0.238
N 2.0726 -3.0180 6.1650 0.264 -0.284 0.028
H -0.8952 -2.1891 5.5216 0.067 0.159 -0.566
H 0.1442 -0.7222 5.0713 0.039 -0.379 -0.606
H -0.3085 -1.0605 6.6772 0.213 -0.245 -0.012
```
Forces are in eV/Å.

Here are the Mulliken charges for atoms 1 to 6, given in e:
1 C -0.576
2 O -0.349
3 C 0.821
4 O -0.529
5 O -0.372
6 C -0.712